C34H33N7O2S | wB97M-V/def2-TZVPD

The geometry in XYZ format:
```
77
C34H33N7O2S | OMol25 | wB97M-V/def2-TZVPD
O -0.51791 3.26559 -0.79666
S -1.99200 2.84795 -0.45852
O -2.63096 2.25085 -1.77221
C -1.89804 1.43288 0.80566
C -0.39651 0.74599 0.60499
C -0.30838 -0.46410 -0.54067
C 1.16661 -1.14541 -0.76040
C 2.51434 -0.70253 0.11438
N 3.79485 -1.41353 -0.22023
C 4.94137 -0.93947 0.62633
C 4.77921 0.18388 1.79210
N 3.52034 0.91965 2.15474
C 2.40912 0.44543 1.26121
C 0.92294 1.17779 1.47779
H -2.74771 3.92949 0.02802
H -2.69374 0.59140 0.52931
H -2.10176 1.78441 1.90662
H -1.29204 -0.77770 -1.13918
H 1.24216 -1.99904 -1.58818
H 6.00606 -1.42115 0.41966
H 5.75631 0.45083 2.42271
H 0.78687 2.04684 2.28385
C -3.42236 7.16852 4.01971
C -2.95266 7.64748 2.80132
C -2.72292 6.73613 1.78308
N -2.92517 5.40592 1.90556
C -3.37977 4.97042 3.10061
C -3.64222 5.80384 4.17599
H -3.61528 7.85283 4.84077
H -2.77025 8.70506 2.64795
H -2.35924 7.06110 0.81262
H -3.53205 3.89724 3.17415
H -4.00837 5.39917 5.11271
C -0.68036 -4.01181 4.05331
C 0.20224 -3.22721 3.31851
C -0.31981 -2.20664 2.54003
N -1.63925 -1.93050 2.44950
C -2.47176 -2.71033 3.17284
C -2.04488 -3.75077 3.98228
H -0.30815 -4.82014 4.67598
H 1.27103 -3.40569 3.35146
H 0.32844 -1.56461 1.95077
H -3.52717 -2.46946 3.08117
H -2.75850 -4.34363 4.54311
C 1.86253 4.31137 -4.12019
C 3.02140 4.41036 -4.88290
C 4.05299 3.52137 -4.62662
N 4.00081 2.56415 -3.67459
C 2.86369 2.49361 -2.94903
C 1.77796 3.33451 -3.13342
H 1.03223 4.98989 -4.29300
H 3.11898 5.16134 -5.65863
H 4.97654 3.55622 -5.19713
H 2.84764 1.71751 -2.18894
H 0.88843 3.23108 -2.52245
C -0.46845 -9.43677 2.37197
C 0.26558 -9.09470 3.50276
C 0.04401 -7.85351 4.07764
N -0.84252 -6.95223 3.60106
C -1.53909 -7.31187 2.50111
C -1.39046 -8.53046 1.85856
H -0.32315 -10.40143 1.89451
H 0.99245 -9.77824 3.92666
H 0.58979 -7.54145 4.96331
H -2.24341 -6.56931 2.13662
H -1.97843 -8.76715 0.97905
C -0.71463 0.96890 -6.60768
C 0.35068 1.55712 -5.93416
C 1.42846 0.75829 -5.58715
N 1.50402 -0.56239 -5.86182
C 0.45395 -1.10571 -6.51497
C -0.66531 -0.38882 -6.90644
H -1.57628 1.56337 -6.89719
H 0.34229 2.61233 -5.68573
H 2.28558 1.17141 -5.06337
H 0.53807 -2.16892 -6.72189
H -1.47904 -0.87687 -7.43076
```

Calculated values
HOMO-LUMO gap   0.2650 hartree
SMILES string   O=[SH](=O)Cc1ccc2nccnc2c1.c1ccncc1.c1ccncc1.c1ccncc1.c1ccncc1.c1ccncc1
Highest occupied orbital energy   -8.30 eV
Lowest unoccupied orbital energy   -1.09 eV

These are the Löwdin partial charges, in e, on atoms 1 to 4: -0.45, 0.80, -0.47, -0.24



C34H34As2O6PbS2 | wB97M-V/def2-TZVPD

The geometry in XYZ format:
```
79
C34H34As2O6PbS2 | OMol25 | wB97M-V/def2-TZVPD
Pb -0.22175 -0.64178 -0.44434
C -0.36022 0.25097 3.80754
C -1.78484 0.75371 3.67987
C -2.58026 -0.27624 3.38666
C -1.77004 -1.53221 3.35043
C -0.48728 -1.24983 3.59868
C 0.68086 -2.17540 3.71090
C -2.36806 -2.87657 3.08533
C -4.05551 -0.21478 3.11319
C -2.09307 2.20969 3.75470
C 0.29809 0.61484 5.12669
H 1.56486 -1.76808 3.21830
H 0.46311 -3.14114 3.25635
H 0.93931 -2.36087 4.75841
H -2.96227 -3.21829 3.93699
H -1.60054 -3.62347 2.89073
H -3.03192 -2.84673 2.21893
H -4.62569 -0.05115 4.03008
H -4.41812 -1.13708 2.66146
H -4.28727 0.60341 2.42986
H -1.85564 2.61964 4.74111
H -3.14750 2.40163 3.55582
H -1.49858 2.75664 3.01777
H -0.32481 0.24471 5.94176
H 0.39334 1.69793 5.22384
H 1.28747 0.16341 5.21893
S -0.87530 -1.79226 -2.67439
C 0.43423 -1.56235 -3.85091
C 0.12646 -1.86434 -5.18441
C 1.08348 -1.78618 -6.17784
C 2.38734 -1.41175 -5.87057
C 2.70497 -1.11303 -4.55969
C 1.74130 -1.17160 -3.55206
As 2.27475 -0.70975 -1.74557
C 3.78662 -1.91632 -1.55658
C 3.49324 -3.25486 -1.30526
C 4.51134 -4.19017 -1.21629
C 5.83298 -3.79110 -1.36753
C 6.12880 -2.45913 -1.61587
C 5.10895 -1.52045 -1.71388
C 3.09849 1.02798 -1.95654
C 2.76538 1.84733 -3.03040
C 3.28038 3.13259 -3.10668
C 4.12135 3.60810 -2.11002
C 4.44788 2.79627 -1.03427
C 3.93287 1.51076 -0.95311
H -0.88378 -2.17030 -5.42381
H 0.81380 -2.02545 -7.19901
H 3.14378 -1.35230 -6.64181
H 3.71842 -0.82197 -4.30712
H 2.46097 -3.56816 -1.18984
H 4.27523 -5.23037 -1.03173
H 6.63097 -4.51854 -1.29141
H 7.15802 -2.14648 -1.73897
H 5.35013 -0.48733 -1.92442
H 2.09125 1.48812 -3.79677
H 3.01474 3.76658 -3.94297
H 4.51610 4.61443 -2.16584
H 5.09536 3.16801 -0.25048
H 4.16970 0.88898 -0.09828
O -1.66985 2.63791 0.05960
As -0.58527 2.85150 -1.37336
O 0.68843 3.83196 -0.46033
O 0.09111 1.30656 -1.41309
C 0.63358 4.19394 0.83788
C 0.04569 5.41082 1.17663
C 0.04482 5.88473 2.47718
C 0.66091 5.14689 3.47712
C 1.25921 3.93715 3.16090
C 1.22745 3.45371 1.85912
S 1.91950 1.04917 2.59094
O 1.82350 2.24294 1.49259
O 0.32338 0.88561 2.67715
O 2.44467 -0.04510 1.80384
H -2.54171 3.00324 -0.12171
H -0.41757 5.97531 0.37717
H -0.42603 6.83127 2.70850
H 0.68385 5.50794 4.49683
H 1.76361 3.37024 3.93215
```

Calculated values
HOMO-LUMO gap   0.2940 hartree
Highest occupied orbital energy   -7.68 eV
Lowest unoccupied orbital energy   0.32 eV

These are the Löwdin partial charges, in e, on atoms 1 to 4: 0.90, -0.43, -0.18, -0.16



C34H34As2O6PbS2 | wB97M-V/def2-TZVPD

The geometry in XYZ format:
```
79
C34H34As2O6PbS2 | OMol25 | wB97M-V/def2-TZVPD
Pb -0.36372 -1.77294 1.13584
C 2.85491 -1.39980 2.04510
C 2.78960 -2.39752 1.11964
C 2.22443 -3.57781 1.78780
C 1.94205 -3.25191 3.12686
C 2.32274 -1.92504 3.31142
C 2.20928 -1.12223 4.55428
C 1.31535 -4.14598 4.15209
C 2.00379 -4.88904 1.12848
C 3.23728 -2.38698 -0.30429
C 3.42930 -0.03074 1.91653
H 1.29613 -0.51719 4.55321
H 3.04518 -0.42764 4.65360
H 2.17875 -1.75614 5.44034
H 0.22784 -4.03741 4.18715
H 1.69189 -3.92954 5.15302
H 1.52507 -5.19690 3.95261
H 1.15000 -4.83458 0.44438
H 1.77968 -5.67204 1.85091
H 2.88198 -5.18968 0.55217
H 2.39424 -2.51479 -0.98829
H 3.95298 -3.19062 -0.49829
H 3.72564 -1.44656 -0.55826
H 4.30567 0.08749 2.56097
H 2.71320 0.74127 2.21070
H 3.73922 0.18335 0.89555
S -0.57306 0.97786 2.84773
C -1.66692 1.93037 1.94461
C -2.84487 2.42321 2.54475
C -3.73383 3.18181 1.81797
C -3.46143 3.46136 0.48199
C -2.30634 2.98284 -0.13167
C -1.40345 2.22415 0.58244
As 0.12563 1.25751 -0.16513
C 1.59917 2.47581 0.22294
C 1.60489 3.35924 1.29408
C 2.73767 4.11497 1.56801
C 3.86419 3.99484 0.76777
C 3.85800 3.11897 -0.31050
C 2.73207 2.35604 -0.57724
C -0.27375 2.61690 -2.69653
C 0.15300 3.89844 -2.36281
C -0.14939 4.95880 -3.20851
C -0.86137 4.75691 -4.37934
C -1.27729 3.47328 -4.70807
C -0.98757 2.40696 -3.87357
H -3.02703 2.17304 3.58176
H -4.64441 3.54493 2.27453
H -4.16360 4.04368 -0.10030
H -2.15345 3.19486 -1.17950
H 0.72518 3.46844 1.91754
H 2.73498 4.80160 2.40502
H 4.74575 4.58626 0.97934
H 4.73247 3.02893 -0.94242
H 2.73161 1.67405 -1.42091
H 0.70217 4.07794 -1.45157
H 0.18067 5.95468 -2.93970
H -1.09009 5.59133 -5.02904
H -1.83632 3.29863 -5.61860
H -1.30877 1.39937 -4.10344
O -0.59640 -4.57748 -2.29438
As -1.20034 -3.35373 -1.19960
O -0.10003 -2.07100 -1.11602
O -1.19896 -3.91795 0.36557
C -2.84330 -2.88681 -2.06963
C -3.38445 -3.81237 -2.95234
C -4.58990 -3.54633 -3.58961
C -5.25322 -2.35597 -3.34019
C -4.70678 -1.42708 -2.46383
C -3.50994 -1.68649 -1.82235
S -2.85466 -0.37380 -0.73193
O -0.01916 1.50115 -1.94613
O -4.04743 0.41561 -0.40144
O -2.44968 -1.27734 0.46753
H -0.00394 -5.18011 -1.82810
H -2.86570 -4.74097 -3.14832
H -5.00440 -4.27463 -4.27377
H -6.19747 -2.14722 -3.82630
H -5.21125 -0.49452 -2.24432
```

Calculated values
HOMO-LUMO gap (spin up / spin down)   0.1969 / 0.2455 hartree
Highest occupied orbital energy (spin up / spin down)   -8.00 / -7.91 eV
Lowest unoccupied orbital energy (spin up / spin down)   -2.64 / -1.23 eV

These are the Löwdin partial charges, in e, on atoms 1 to 4: 1.31, -0.24, -0.25, -0.21